The following is a DFT calculation (ωB97M-V/def2-TZVPD) of a single C19H18ClNO5 molecule.

Summary:
Largest force on an atom ... 0.0117 Eh/bohr
Calculated total energy ... -1626.0098 Eh
Highest occupied orbital energy ... -9.03 eV
Frontier orbital gap ... 9.41 eV
Structure (SMILES) ... COc1ccc(C(C)=O)cc1COC(=O)CNC(=O)c1ccc(Cl)cc1
E_LUMO ... 0.4 eV
Energy relative to the best compared isomer or geometry (same formula, charge and spin) ... 0.0 kcal per mole

Structure (ORCA input):
```
! RIJCOSX wB97M-V def2-TZVPD def2/J DEFGRID3
* xyz 0 1
C -5.520 -2.555 0.739
H -5.173 -3.114 1.614
O -4.666 -1.472 0.444
C -3.371 -1.723 0.130
C -2.800 -2.991 0.070
C -1.465 -3.150 -0.252
C -0.670 -2.046 -0.544
C -1.252 -0.778 -0.496
C -2.574 -0.599 -0.150
C -3.171 0.777 -0.056
H -3.616 1.090 -1.009
H -3.959 0.798 0.705
O -2.139 1.692 0.302
C -2.298 2.982 0.002
O -3.286 3.451 -0.493
C -1.057 3.774 0.395
N 0.057 2.922 0.723
C 1.148 2.855 -0.092
O 1.349 3.675 -0.965
C 2.073 1.713 0.165
C 2.093 0.974 1.345
C 2.948 -0.103 1.480
C 3.787 -0.445 0.431
C 3.801 0.292 -0.741
C 2.944 1.366 -0.865
H 2.924 1.952 -1.771
H 4.460 0.016 -1.549
Cl 4.830 -1.810 0.598
H 2.962 -0.681 2.392
H 1.462 1.238 2.182
H -0.155 2.136 1.317
H -1.319 4.423 1.239
H -0.756 4.408 -0.445
H -0.631 0.074 -0.728
C 0.761 -2.133 -0.923
O 1.337 -1.188 -1.417
C 1.462 -3.442 -0.660
H 2.528 -3.317 -0.828
H 1.086 -4.203 -1.342
H 1.288 -3.771 0.361
H -1.057 -4.148 -0.289
H -3.393 -3.867 0.278
H -5.616 -3.232 -0.115
H -6.489 -2.110 0.956
*
```